(1)
Here is one molecule with the formula C5H11N3 at a distorted geometry from OMol25. Energies are from the ωB97M-V functional and the def2-TZVPD basis.

```
19
Properties=species:S:1:pos:R:3:nbo_charge:R:1
C 1.58 0.03 -0.20 -0.45
C 1.37 1.51 -0.47 -0.61
C -0.88 -0.40 0.52 -0.03
C 0.54 -0.54 0.81 0.28
N -1.71 -0.41 1.66 -0.82
N -0.90 -0.53 -1.96 -0.82
C -1.43 -0.25 -0.71 -0.01
N 1.02 -0.96 1.91 -0.65
H -2.69 -0.27 1.46 0.37
H -1.36 0.18 2.41 0.37
H 0.38 -1.51 2.48 0.35
H -0.03 -1.04 -1.96 0.38
H -1.56 -0.79 -2.68 0.39
H -2.48 0.01 -0.76 0.18
H 1.62 -0.53 -1.14 0.19
H 2.55 -0.14 0.26 0.23
H 0.43 1.68 -1.00 0.21
H 2.18 1.90 -1.09 0.21
H 1.36 2.07 0.46 0.21
```

Its maximum force is 1.5 eV Å⁻¹. For the LUMO energy, the calculation gives 0.034 hartree. The value obtained for the total energy is -361.3509 Eh. The calculation puts the energy above the lowest of the compared OMol25 structures with the same formula, charge and spin at 24.1 kcal per mole. For the gap between HOMO and LUMO, the calculation gives 8.35 eV. Its SMILES is [H]/N=C(CC)\C(N)=C/N.

---

(2)
Here is one molecule with the formula CH3NOP2S at a distorted geometry from OMol25. Energies are from the ωB97M-V functional and the def2-TZVPD basis.

```
9
Properties=species:S:1:pos:R:3:nbo_charge:R:1
C -0.65 -0.92 1.09 0.08
N -1.16 0.10 0.56 -0.80
O -1.17 2.38 -0.44 -1.05
P -1.28 1.01 -0.79 1.52
P 1.30 1.50 -3.40 0.39
S 0.69 0.17 -2.07 -0.38
H -1.12 -1.59 1.66 0.15
H 0.33 -1.15 1.07 0.14
H 2.07 2.39 -2.54 -0.06
```

Its maximum force is 4.4 eV Å⁻¹. For the LUMO energy, the calculation gives -0.077 hartree. The value obtained for the total energy is -1250.7189 Eh. The calculation puts the energy above the lowest of the compared OMol25 structures with the same formula, charge and spin at 63.2 kcal per mole. For the gap between HOMO and LUMO, the calculation gives 6.96 eV.

---

(3)
Here is a 9-piece molecular cluster, C24H56O22S5 overall at a distorted geometry from OMol25. Energies are from the ωB97M-V functional and the def2-TZVPD basis.

```
107
Properties=species:S:1:pos:R:3:mulliken_charge:R:1
C 5.96 6.17 -0.54 -0.59
C 5.75 6.59 0.93 -0.60
C 5.93 8.14 1.12 -0.62
S 6.53 8.80 -0.47 1.08
O 7.68 9.63 -0.26 -0.64
O 5.31 9.34 -1.14 -0.64
C 6.86 7.16 -1.27 -0.69
H 4.97 6.14 -0.98 0.27
H 6.39 5.17 -0.63 0.38
H 6.57 6.04 1.39 0.24
H 4.82 6.22 1.36 0.32
H 6.79 8.41 1.73 0.33
H 5.07 8.76 1.39 0.41
H 7.92 6.97 -1.10 0.34
H 6.73 7.33 -2.34 0.41
C -4.92 9.68 -1.46 -0.66
C -3.98 10.85 -1.49 -0.60
C -2.47 10.36 -1.57 -0.66
S -2.39 8.74 -0.65 1.07
O -1.94 9.01 0.69 -0.62
O -1.89 7.63 -1.48 -0.63
C -4.23 8.58 -0.62 -0.72
H -5.18 9.20 -2.41 0.29
H -5.94 9.97 -1.21 0.38
H -4.26 11.52 -0.69 0.31
H -4.30 11.46 -2.34 0.34
H -1.78 11.10 -1.17 0.38
H -2.07 10.15 -2.56 0.36
H -4.50 8.74 0.42 0.33
H -4.61 7.60 -0.91 0.43
C 0.21 -3.38 -0.30 -0.63
C -0.42 -2.01 0.12 -0.49
C -0.01 -1.04 -0.90 -0.71
S 1.69 -1.43 -1.42 1.05
O 2.59 -0.92 -0.36 -0.65
O 1.98 -1.19 -2.85 -0.65
C 1.48 -3.21 -1.20 -0.60
H -0.57 -3.91 -0.83 0.31
H 0.46 -3.94 0.61 0.28
H -0.01 -1.69 1.08 0.30
H -1.50 -2.13 0.20 0.32
H -0.23 0.02 -0.75 0.45
H -0.42 -1.34 -1.87 0.31
H 2.39 -3.71 -0.89 0.41
H 1.17 -3.55 -2.19 0.30
C -8.08 -2.64 -2.96 -0.27
C -9.37 -1.98 -2.44 -0.30
O -9.16 -0.66 -2.71 -0.34
S -7.61 -0.21 -2.22 1.11
O -7.55 -0.30 -0.77 -0.52
O -7.07 0.99 -2.89 -0.50
O -7.04 -1.68 -2.76 -0.31
H -8.22 -2.92 -4.00 0.28
H -7.83 -3.60 -2.50 0.29
H -9.57 -2.08 -1.37 0.28
H -10.24 -2.27 -3.02 0.29
C 8.42 -1.04 4.05 -0.14
C 9.21 0.07 4.66 -0.26
O 10.28 -0.58 5.45 -0.39
S 9.79 -2.15 5.96 1.09
O 8.93 -2.13 7.10 -0.50
O 10.99 -3.00 6.09 -0.51
O 8.98 -2.26 4.52 -0.33
H 8.47 -1.07 2.96 0.28
H 7.35 -0.89 4.18 0.26
H 8.80 0.75 5.40 0.24
H 9.80 0.75 4.05 0.24
C -5.71 -2.37 5.90 -0.26
C -6.55 -3.59 5.76 -0.46
O -7.97 -3.36 5.66 -0.49
O -5.77 -1.99 7.25 -0.49
H -5.87 -1.48 5.30 0.25
H -4.68 -2.71 5.77 0.25
H -6.40 -4.33 6.54 0.30
H -6.24 -4.10 4.84 0.32
H -8.17 -3.08 6.56 0.31
H -6.71 -1.89 7.41 0.28
C 1.35 -12.06 -1.18 -0.25
C 2.25 -10.98 -0.46 -0.38
O 3.31 -10.44 -1.27 -0.54
O 0.99 -11.67 -2.55 -0.53
H 0.38 -12.28 -0.74 0.28
H 1.91 -12.98 -1.34 0.23
H 2.58 -11.32 0.52 0.33
H 1.59 -10.12 -0.35 0.25
H 4.10 -10.97 -1.42 0.31
H 1.62 -11.08 -2.98 0.31
C 3.31 5.40 -8.89 -0.38
C 2.12 5.23 -7.94 -0.42
O 1.70 6.40 -7.39 -0.52
O 4.49 5.82 -8.24 -0.51
H 3.09 6.17 -9.64 0.26
H 3.51 4.45 -9.38 0.31
H 2.31 4.58 -7.08 0.32
H 1.27 4.73 -8.42 0.30
H 1.26 6.21 -6.56 0.32
H 4.15 6.53 -7.69 0.31
C -3.66 -9.97 3.61 -0.31
C -4.81 -10.72 3.12 -0.48
O -5.25 -11.75 4.00 -0.50
O -2.53 -10.84 3.78 -0.53
H -3.70 -9.48 4.58 0.31
H -3.33 -9.13 3.01 0.31
H -4.59 -11.08 2.11 0.28
H -5.56 -9.94 2.97 0.30
H -4.88 -12.55 3.61 0.32
H -1.82 -10.35 4.20 0.30
```

Its maximum force is 4.5 eV Å⁻¹. For the LUMO energy, the calculation gives 0.004 hartree. The value obtained for the total energy is -4593.9120 Eh. For the gap between HOMO and LUMO, the calculation gives 10.17 eV. Its SMILES is O=S1(=O)CCCC1.O=S1(=O)CCCC1.O=S1(=O)CCCC1.O=S1(=O)OCCO1.O=S1(=O)OCCO1.OCCO.OCCO.OCCO.OCCO.

---

(4)
Here is a 3-piece molecular cluster, C10H21BF4O6S3 overall at a distorted geometry from OMol25. Energies are from the ωB97M-V functional and the def2-TZVPD basis.

```
45
Properties=species:S:1:pos:R:3:nbo_charge:R:1
F 3.61 -1.41 0.44 -0.48
B 3.60 -1.03 1.71 0.91
S 4.05 -2.29 2.98 -0.30
C 3.22 0.45 2.04 -0.82
C 1.98 0.58 2.97 -0.46
C 1.12 -0.63 2.98 0.25
F 1.07 -1.33 4.13 -0.31
C 0.41 -1.08 1.95 0.64
F 0.06 -2.36 1.81 -0.30
F -0.05 -0.33 0.95 -0.31
H 3.04 -3.15 2.79 0.17
H 3.10 1.05 1.14 0.26
H 4.07 0.89 2.56 0.25
H 2.32 0.76 3.98 0.24
H 1.45 1.49 2.69 0.24
O 0.81 1.39 -3.51 -0.94
S 1.63 0.52 -2.73 2.39
O 2.56 1.06 -1.78 -0.94
O 2.40 -0.46 -3.71 -0.72
C 3.19 0.12 -4.77 -0.08
C 4.49 0.72 -4.28 -0.64
C 0.64 -0.68 -1.92 -0.89
H 2.58 0.85 -5.31 0.20
H 3.40 -0.70 -5.46 0.20
H 4.30 1.58 -3.64 0.23
H 5.09 1.05 -5.13 0.22
H 5.05 -0.01 -3.70 0.22
H -0.05 -1.11 -2.64 0.25
H 0.10 -0.17 -1.14 0.26
H 1.29 -1.44 -1.50 0.26
O -6.35 1.64 0.97 -0.94
S -5.56 0.75 1.75 2.39
O -4.62 1.26 2.71 -0.94
O -4.81 -0.26 0.78 -0.72
C -4.00 0.29 -0.28 -0.08
C -2.69 0.86 0.23 -0.64
C -6.59 -0.43 2.55 -0.89
H -4.58 1.04 -0.83 0.20
H -3.81 -0.53 -0.96 0.19
H -2.86 1.73 0.87 0.23
H -2.07 1.18 -0.61 0.22
H -2.17 0.12 0.82 0.22
H -7.29 -0.84 1.82 0.25
H -7.13 0.09 3.33 0.25
H -5.97 -1.21 2.97 0.25
```

Its maximum force is 1.0 eV Å⁻¹. For the LUMO energy, the calculation gives 0.015 hartree. The value obtained for the total energy is -2463.9484 Eh. The calculation puts the energy above the lowest of the compared OMol25 structures with the same formula, charge and spin at 0.0 kcal per mole. For the gap between HOMO and LUMO, the calculation gives 10.08 eV. Its SMILES is FB(S)CCC(F)=C(F)F.CCOS(C)(=O)=O.CCOS(C)(=O)=O.

---

(5)
Here is a 2-piece molecular cluster, C4H8N3 overall at a distorted geometry from OMol25. Energies are from the ωB97M-V functional and the def2-TZVPD basis.

```
15
Properties=species:S:1:pos:R:3:nbo_charge:R:1
C -0.80 1.70 -0.59 -0.18
C -0.81 0.38 -0.23 -0.19
C 0.44 -0.30 -0.23 0.49
C -1.90 -0.34 0.54 -0.62
N 3.12 0.18 0.13 -0.30
N 2.08 0.65 0.49 0.06
N 0.61 -1.58 -0.30 -0.68
H -1.77 2.21 -0.73 0.22
H 0.03 2.29 -0.95 0.22
H -2.47 0.20 1.19 0.25
H -1.44 -1.11 1.09 0.21
H -2.50 -0.69 -0.22 0.24
H 4.07 0.59 0.36 0.43
H -0.17 -2.22 -0.34 0.43
H 1.51 -1.97 -0.22 0.42
```

Its maximum force is 3.1 eV Å⁻¹. As for the total charge: +1. For the LUMO energy (alpha / beta), the calculation gives -0.181 / -0.181 hartree. The value obtained for the total energy is -321.0726 Eh. The calculation puts the energy above the lowest of the compared OMol25 structures with the same formula, charge and spin at 137.2 kcal per mole. For the gap between HOMO and LUMO (alpha / beta), the calculation gives 8.58 / 8.58 eV.

---

(6)
Here is a 5-piece molecular cluster, C24H41F12O8P2 overall at a distorted geometry from OMol25. Energies are from the ωB97M-V functional and the def2-TZVPD basis.

```
87
Properties=species:S:1:pos:R:3:mulliken_charge:R:1
C 1.61 0.80 1.29 -1.28
C 0.24 0.87 0.63 0.63
P 0.16 2.36 -0.45 0.33
C -1.59 2.88 -0.71 -0.79
C -2.70 2.00 -0.10 -0.64
P 0.75 1.68 -2.43 -0.15
C 0.67 -0.07 -2.88 -0.79
C 1.78 -0.95 -2.29 1.74
C 1.72 -2.34 -2.97 -1.40
C 3.16 -0.33 -2.41 -1.99
H 1.85 1.72 1.82 0.31
H 2.40 0.62 0.56 0.25
H 1.64 -0.03 2.00 0.41
H 0.07 -0.04 0.05 -0.35
H -0.55 0.98 1.37 0.16
H -1.63 3.87 -0.28 0.44
H -1.76 3.01 -1.78 0.58
H -3.23 2.58 0.64 0.18
H -3.44 1.71 -0.85 0.28
H -2.34 1.09 0.37 -0.01
H -0.07 2.39 -3.30 0.18
H 2.02 2.16 -2.71 0.22
H 0.71 -0.12 -3.97 0.72
H -0.32 -0.41 -2.56 -0.05
H 1.57 -1.10 -1.23 -0.12
H 0.81 -2.42 -3.56 0.37
H 1.71 -3.13 -2.23 0.04
H 2.55 -2.48 -3.65 0.47
H 3.93 -1.07 -2.20 0.45
H 3.34 0.04 -3.43 0.43
H 3.31 0.50 -1.72 0.42
C -1.91 -3.22 -1.41 -1.18
C -2.55 -2.18 -0.52 0.51
O -3.79 -1.69 -1.05 -0.28
C -4.86 -2.46 -0.84 0.27
O -4.88 -3.51 -0.26 -0.50
C -6.11 -1.77 -1.41 0.92
F -5.88 -1.32 -2.65 -0.25
F -6.42 -0.72 -0.64 -0.22
F -7.13 -2.61 -1.44 -0.24
H -1.80 -2.84 -2.43 0.30
H -0.93 -3.49 -1.02 0.28
H -2.52 -4.13 -1.46 0.44
H -1.92 -1.29 -0.45 -0.48
H -2.70 -2.56 0.49 0.42
C -6.91 0.79 3.40 -1.06
C -6.10 0.79 4.67 -0.24
O -4.69 1.02 4.40 -0.32
C -4.34 2.27 4.20 0.33
O -5.02 3.26 4.23 -0.51
C -2.81 2.33 3.94 0.92
F -2.45 1.42 3.03 -0.26
F -2.13 2.09 5.06 -0.27
F -2.46 3.53 3.48 -0.26
H -6.53 0.06 2.69 0.24
H -7.95 0.55 3.62 0.40
H -6.90 1.77 2.92 0.32
H -6.13 -0.18 5.15 0.34
H -6.45 1.54 5.38 0.34
C 1.34 5.81 3.15 -1.11
C 2.22 5.22 2.07 0.09
O 3.15 6.18 1.55 -0.39
C 4.24 6.39 2.28 0.30
O 4.54 5.84 3.30 -0.50
C 5.13 7.43 1.58 0.92
F 4.43 8.49 1.19 -0.24
F 5.69 6.88 0.50 -0.25
F 6.10 7.83 2.40 -0.23
H 0.82 6.69 2.78 0.32
H 0.59 5.08 3.47 0.28
H 1.93 6.10 4.02 0.35
H 1.62 4.92 1.21 0.18
H 2.76 4.35 2.43 0.31
C 6.23 -6.61 -3.41 -1.08
C 4.93 -7.39 -3.43 -0.22
O 4.17 -7.18 -2.22 -0.34
C 3.46 -6.08 -2.14 0.39
O 3.35 -5.21 -2.97 -0.50
C 2.71 -6.04 -0.79 0.88
F 3.51 -6.34 0.22 -0.25
F 1.70 -6.92 -0.82 -0.27
F 2.20 -4.82 -0.59 -0.24
H 6.81 -6.87 -2.52 0.31
H 6.81 -6.85 -4.29 0.37
H 6.05 -5.54 -3.39 0.30
H 5.12 -8.46 -3.45 0.32
H 4.31 -7.13 -4.29 0.32
```

Its maximum force is 1.1 eV Å⁻¹. As for the total charge: +1. For the LUMO energy, the calculation gives -0.112 hartree. The value obtained for the total energy is -3421.9258 Eh. For the gap between HOMO and LUMO, the calculation gives 9.70 eV.

---

(7)
Here is one molecule with the formula C5H8O from OMol25. Energies are from the ωB97M-V functional and the def2-TZVPD basis.

```
14
Properties=species:S:1:pos:R:3:nbo_charge:R:1
C 1.57 -0.13 0.50 -0.61
C 0.55 -0.33 -0.60 -0.20
C -0.69 -1.12 -0.38 -0.40
C -0.80 0.38 -0.60 -0.35
C -1.22 1.24 0.52 0.44
O -1.83 2.28 0.38 -0.52
H 1.10 -0.06 1.49 0.21
H 2.26 -0.98 0.53 0.22
H 2.15 0.78 0.34 0.22
H 0.99 -0.40 -1.60 0.22
H -0.87 -1.49 0.62 0.22
H -1.06 -1.76 -1.17 0.23
H -1.17 0.72 -1.56 0.24
H -0.97 0.87 1.54 0.10
```

Its maximum force is 0.5 eV Å⁻¹. For the LUMO energy, the calculation gives 0.039 hartree. The value obtained for the total energy is -270.5163 Eh. The calculation puts the energy above the lowest of the compared OMol25 structures with the same formula, charge and spin at 26.1 kcal per mole. For the gap between HOMO and LUMO, the calculation gives 10.77 eV. Its SMILES is C[C@H]1C[C@H]1C=O.

---

(8)
Here is a 2-piece molecular cluster, C2H3BrS2 overall at a distorted geometry from OMol25. Energies are from the ωB97M-V functional and the def2-TZVPD basis.

```
8
Properties=species:S:1:pos:R:3:nbo_charge:R:1
C 1.53 -0.26 -0.30 -0.47
C -1.59 -0.28 0.80 -0.41
S 2.54 -1.42 -0.62 0.18
S 1.03 1.29 -0.48 0.20
Br -2.52 -0.92 -0.72 0.05
H -2.06 0.72 1.16 0.20
H -1.16 -0.95 1.38 0.16
H 2.24 1.82 -1.22 0.09
```

Its maximum force is 6.4 eV Å⁻¹. For the LUMO energy (alpha / beta), the calculation gives -0.030 / -0.015 hartree. The value obtained for the total energy is -3448.2302 Eh. The calculation puts the energy above the lowest of the compared OMol25 structures with the same formula, charge and spin at 80.0 kcal per mole. For the gap between HOMO and LUMO (alpha / beta), the calculation gives 7.85 / 7.28 eV.

---

(9)
Here is C3H4P2 as an isolated structure at a distorted geometry from OMol25. Energies are from the ωB97M-V functional and the def2-TZVPD basis.

```
9
Properties=species:S:1:pos:R:3:nbo_charge:R:1
C 2.42 -1.15 -0.10 -0.91
C -1.92 1.05 0.28 -0.66
C -0.95 0.26 -0.47 -0.56
P 1.40 0.03 -0.70 0.69
P -2.44 -0.35 -0.84 0.57
H 2.15 -1.66 0.85 0.23
H 3.50 -1.08 -0.39 0.26
H -2.11 0.90 1.39 0.19
H -2.05 1.99 -0.02 0.19
```

Its maximum force is 4.0 eV Å⁻¹. For the LUMO energy, the calculation gives -0.019 hartree. The value obtained for the total energy is -799.2058 Eh. The calculation puts the energy above the lowest of the compared OMol25 structures with the same formula, charge and spin at 86.0 kcal per mole. For the gap between HOMO and LUMO, the calculation gives 7.91 eV.

---

(10)
Here is C32H27F6N3O7PdS4Te as an isolated structure at a distorted geometry from OMol25. Energies are from the ωB97M-V functional and the def2-TZVPD basis.

```
81
Properties=species:S:1:pos:R:3:lowdin_spin:R:1
Pd -0.51 -1.10 -0.99 1.06
F 0.27 4.16 -1.58 0.00
C 0.06 2.93 -2.04 0.00
F -0.61 2.23 -1.09 0.00
F 1.23 2.32 -2.28 0.00
S -1.11 3.12 -3.54 0.00
O -2.17 3.84 -2.97 0.00
O -0.21 3.75 -4.50 0.00
N -1.38 1.61 -3.91 0.00
S -2.34 1.41 -5.14 0.00
O -3.15 0.25 -4.85 0.00
O -2.91 2.62 -5.64 0.00
C -1.27 0.94 -6.64 0.00
F -0.59 1.92 -7.17 0.00
F -0.40 -0.06 -6.32 0.00
F -2.04 0.34 -7.58 0.00
O 5.11 -1.39 -0.42 0.00
S 4.38 -0.29 -0.91 0.00
O 4.40 0.93 -0.17 0.00
N 2.78 -0.75 -1.17 0.02
C 2.42 -0.65 -2.42 0.04
S 0.86 -0.95 -2.99 0.18
C 3.53 -0.15 -3.35 0.01
C 3.51 0.16 -4.71 0.00
C 4.72 0.58 -5.21 0.00
C 5.90 0.64 -4.49 0.00
C 5.87 0.44 -3.12 0.00
C 4.70 0.02 -2.65 0.00
H 2.63 0.13 -5.37 0.00
H 4.82 0.87 -6.22 0.00
H 6.75 1.07 -4.98 0.00
H 6.73 0.64 -2.47 0.00
C 5.41 0.23 4.23 0.00
C 3.97 -0.03 3.80 0.00
C 3.35 0.75 2.82 0.00
C 2.05 0.59 2.39 0.00
C 1.65 1.37 1.21 0.00
C 1.31 -0.38 3.06 0.01
Te -0.37 -1.29 1.97 0.05
N -2.31 -0.96 -1.60 1.25
C -3.56 -0.76 -0.94 0.12
O -4.01 0.37 -0.91 0.18
C -4.08 -1.84 -0.10 0.02
C -3.54 -3.05 0.01 0.01
C -4.14 -3.95 0.89 0.00
C -5.33 -3.65 1.57 0.00
C -5.86 -2.38 1.47 0.00
C -5.23 -1.49 0.61 0.00
C -1.98 0.02 2.26 0.00
C -2.09 1.14 1.45 0.00
C -3.09 2.11 1.66 0.00
C -4.04 1.93 2.63 0.00
C -3.93 0.78 3.42 0.00
C -2.98 -0.16 3.24 0.00
C -3.20 -1.44 3.93 0.00
C 1.85 -1.18 4.11 0.00
C 1.06 -2.21 4.85 0.00
C 3.19 -1.03 4.37 0.00
H 5.42 0.63 5.26 0.00
H 5.88 0.92 3.53 0.00
H 5.93 -0.72 4.28 0.00
H 3.94 1.48 2.31 0.00
H 2.38 2.17 1.05 0.00
H 0.67 1.85 1.39 0.00
H 1.52 0.73 0.33 0.00
H -2.62 -3.34 -0.41 0.00
H -3.66 -4.92 1.07 0.00
H -5.72 -4.41 2.21 0.00
H -6.79 -2.04 1.93 0.00
H -5.62 -0.48 0.46 0.00
H -1.39 1.33 0.62 0.00
H -3.10 2.93 1.02 0.00
H -4.86 2.65 2.67 0.00
H -4.63 0.55 4.20 0.00
H -4.07 -1.37 4.57 0.00
H -2.33 -1.73 4.51 0.00
H -3.45 -2.24 3.25 0.00
H 1.08 -3.10 4.21 0.00
H 0.08 -1.88 5.17 0.00
H 1.60 -2.49 5.75 0.00
H 3.70 -1.60 5.10 0.00
```

Its maximum force is 4.1 eV Å⁻¹. The multiplicity is 4. As for the total charge: -1. For the LUMO energy (alpha / beta), the calculation gives 0.066 / -0.002 hartree. The value obtained for the total energy is -4514.3205 Eh. The calculation puts the energy above the lowest of the compared OMol25 structures with the same formula, charge and spin at 0.0 kcal per mole. For the gap between HOMO and LUMO (alpha / beta), the calculation gives 8.29 / 6.35 eV.